1.
This record from OMol25 describes C26H36N3 as an isolated structure. The level of theory is ωB97M-V with the def2-TZVPD basis set.

Properties
**Largest force on an atom**: 0.04457 Eh/bohr
**Orbital gap**: 7.07 eV
**Net charge**: +1
**Highest occupied orbital energy**: -9.87 eV
**Spin multiplicity**: 1
**Calculated total energy**: -32010.0834 eV

```
65
Properties=species:S:1:pos:R:3:forces:R:3:nbo_charge:R:1
C -2.43373 4.40598 4.16006 0.107 0.092 0.410 -0.41
N -3.36981 3.38860 3.72851 0.334 -0.336 0.117 -0.42
C -4.66353 3.93806 3.38709 -0.374 0.123 -0.204 -0.20
C -5.74318 2.87251 3.25113 0.256 0.074 0.186 -0.41
C -5.24623 1.71892 2.38211 -0.790 0.282 -0.329 -0.41
C -3.88427 1.24525 2.74088 0.705 -0.451 0.156 -0.11
C -3.01405 2.08958 3.48291 -0.046 0.426 -0.543 0.32
C -1.77400 1.55366 3.89928 -0.254 -0.305 -0.129 -0.30
C -1.34221 0.32972 3.40539 0.135 0.598 -0.408 -0.14
C -2.06213 -0.34416 2.37651 0.363 -0.695 -0.247 -0.21
C -1.56894 -1.51775 1.56208 -0.584 -0.959 1.999 0.09
C -0.21306 -2.04233 1.94206 -0.335 0.372 -0.583 -0.20
C -0.01361 -3.42813 2.05398 0.319 -0.079 0.035 -0.16
C 1.20933 -3.98567 2.41143 -0.431 0.940 -0.114 0.01
C 2.28861 -3.12948 2.75550 0.035 -0.121 0.199 0.21
N 3.46113 -3.65162 3.22508 0.060 0.333 -0.077 -0.40
C 4.58637 -2.79373 3.52894 0.187 0.277 0.162 -0.41
C 3.77906 -5.05474 3.10387 0.033 -0.600 -0.278 -0.20
C 2.55086 -5.93414 3.27989 0.027 0.124 0.240 -0.40
C 1.39181 -5.45783 2.40418 0.091 -0.855 -0.004 -0.44
C 2.10612 -1.73333 2.65918 -0.290 0.059 0.029 -0.29
C 0.89581 -1.21199 2.23009 -0.079 -0.176 0.022 -0.16
C -3.39331 0.05209 2.22355 -0.339 0.619 0.313 -0.14
H -1.40249 4.04598 4.12668 -0.242 0.180 -0.078 0.21
H -2.53077 5.29697 3.51971 0.097 -0.319 0.057 0.21
H -2.66421 4.72912 5.18774 0.151 -0.086 -0.190 0.20
H -4.92053 4.65440 4.18268 -0.073 -0.138 -0.276 0.21
H -4.58635 4.50941 2.44116 0.008 -0.115 0.266 0.19
H -6.02622 2.50312 4.24176 0.077 0.002 -0.065 0.21
H -6.62719 3.33945 2.81118 0.031 -0.132 0.051 0.23
H -5.96796 0.89731 2.44912 0.132 0.035 -0.189 0.23
H -5.21343 2.05780 1.33317 -0.194 -0.100 0.173 0.21
H -1.15639 2.12801 4.58979 -0.174 -0.485 -0.047 0.22
H -0.43887 -0.06401 3.86092 -0.096 -0.039 -0.437 0.23
H -2.35099 -2.29363 1.45939 0.674 0.316 0.234 0.22
H -0.85847 -4.10028 1.87591 0.264 0.139 -0.033 0.21
H 4.29360 -2.02380 4.25427 0.149 -0.141 -0.114 0.21
H 5.37091 -3.41249 3.98558 -0.241 0.320 -0.167 0.22
H 5.00787 -2.28938 2.64078 -0.145 -0.193 0.196 0.20
H 4.23060 -5.27625 2.11956 0.017 0.147 0.182 0.18
H 4.53204 -5.27729 3.87201 -0.237 -0.109 -0.253 0.21
H 2.81002 -6.96763 3.03838 -0.032 0.095 0.039 0.23
H 2.25203 -5.91409 4.33445 -0.024 0.035 -0.140 0.21
H 0.48231 -5.94100 2.76890 -0.050 -0.009 -0.220 0.23
H 1.54230 -5.77810 1.35951 0.000 -0.049 0.297 0.22
H 2.89894 -1.05564 2.97934 -0.278 -0.208 -0.336 0.23
H 0.82046 -0.13076 2.18376 -0.077 -0.144 -0.217 0.22
H -4.08455 -0.59944 1.69062 0.187 0.266 -0.098 0.21
C -3.87078 -0.33724 -0.92376 -0.443 0.158 0.145 -0.62
C -2.48667 -0.70088 -1.37409 0.098 0.269 -0.748 -0.04
C -2.48056 -1.68974 -2.53439 -0.675 -0.183 -0.104 -0.42
C -1.20352 -2.49601 -2.41378 0.317 0.056 -0.696 -0.41
C -0.69893 -2.32484 -0.98858 0.263 -0.311 -0.084 -0.23
N -1.54324 -1.27731 -0.34431 1.373 1.319 0.867 -0.46
H -4.43582 0.00932 -1.80437 0.173 -0.190 0.296 0.24
H -4.39122 -1.20649 -0.49604 0.068 0.274 -0.092 0.21
H -3.85055 0.48508 -0.20357 -0.121 -0.197 -0.101 0.23
H -2.00564 0.21484 -1.74905 0.014 -0.131 0.286 0.20
H -3.35932 -2.33650 -2.48466 -0.015 -0.041 0.180 0.21
H -2.57015 -1.16255 -3.49209 0.120 -0.072 0.252 0.24
H -1.36659 -3.53990 -2.68896 0.098 0.093 0.161 0.23
H -0.46333 -2.10192 -3.10820 0.081 -0.045 -0.031 0.22
H -0.75444 -3.26176 -0.44521 -0.203 0.002 0.299 0.22
H 0.35670 -2.02913 -0.97944 -0.303 -0.003 0.146 0.22
H -0.92557 -0.50265 -0.11985 0.101 -0.010 -0.360 0.41
```
Forces are in eV/Å.


2.
This record from OMol25 describes one molecule with the formula C4H6N2O. The level of theory is ωB97M-V with the def2-TZVPD basis set.

Properties
**Largest force on an atom**: 0.00883 Eh/bohr
**Orbital gap**: 9.44 eV
**Highest occupied orbital energy**: -8.56 eV
**Spin multiplicity**: 1
**Calculated total energy**: -9271.9054 eV

```
13
Properties=species:S:1:pos:R:3:forces:R:3:nbo_charge:R:1
C 1.48811 -1.76887 -0.11921 0.034 -0.030 -0.015 -0.64
C 0.74259 -0.47440 -0.04240 0.187 0.090 -0.001 0.18
C -0.66407 -0.26513 0.02732 -0.027 0.078 0.029 -0.46
C -0.76514 1.09251 0.11690 0.032 -0.087 -0.008 0.51
N -1.81526 1.95852 0.29136 0.022 -0.004 -0.055 -0.81
O 0.44571 1.65311 0.08580 -0.272 0.173 0.040 -0.31
N 1.41238 0.64903 -0.01357 -0.052 -0.451 -0.020 -0.16
H 2.55741 -1.57063 -0.22492 -0.161 -0.026 0.016 0.24
H 1.33070 -2.36158 0.78828 -0.001 0.104 -0.128 0.22
H 1.15306 -2.36789 -0.97173 0.026 0.103 0.106 0.22
H -1.45595 -1.00031 0.02182 0.142 0.140 0.022 0.23
H -2.71710 1.61780 -0.00170 0.102 0.037 0.003 0.39
H -1.62623 2.91483 0.02635 -0.031 -0.127 0.011 0.40
```
Forces are in eV/Å.


3.
This record from OMol25 describes a 2-piece molecular cluster, C5H11OPS overall. The level of theory is ωB97M-V with the def2-TZVPD basis set.

Properties
**Largest force on an atom**: 0.02954 Eh/bohr
**Orbital gap (alpha / beta)**: 7.72 / 6.21 eV
**Highest occupied orbital energy (alpha / beta)**: -8.19 / -7.85 eV
**Spin multiplicity**: 1
**Calculated total energy**: -27533.2591 eV

```
19
Properties=species:S:1:pos:R:3:forces:R:3:nbo_charge:R:1
C -0.94201 0.79854 -3.02756 0.015 0.096 -0.047 -0.32
C -0.04418 -0.19721 -2.78739 0.072 0.006 -0.095 -0.30
C 0.24864 0.59513 3.16234 0.124 0.006 0.001 -0.62
C -0.39735 -1.42942 -2.26413 0.121 0.027 0.317 -0.33
C -0.18346 -0.55626 2.26586 0.032 -0.124 -0.531 -0.71
O 0.17236 1.12280 0.22267 -0.616 -0.461 0.108 -1.00
P 0.58600 -0.43063 0.56465 1.039 0.896 0.652 1.18
S 2.55893 -0.49903 0.72048 -0.644 -0.397 -0.272 -0.52
H -0.64311 1.74854 -3.43069 0.085 0.193 -0.096 0.19
H -1.98931 0.65511 -2.82532 -0.221 -0.028 0.069 0.19
H 1.00158 -0.02231 -3.00725 0.103 0.020 -0.033 0.21
H 1.33579 0.67437 3.18971 -0.046 -0.008 0.032 0.22
H -0.15462 1.53600 2.80219 -0.022 0.096 -0.008 0.22
H -0.11223 0.42550 4.17528 -0.040 0.006 0.070 0.21
H 0.31901 -2.21991 -2.14877 0.180 -0.164 0.042 0.20
H -1.42665 -1.65146 -2.04720 -0.260 -0.060 0.061 0.19
H -1.26774 -0.57852 2.14603 -0.012 -0.069 -0.011 0.23
H 0.14660 -1.51830 2.66741 -0.060 0.046 -0.149 0.24
H 0.79176 1.54705 -0.37830 0.150 -0.080 -0.110 0.51
```
Forces are in eV/Å.


4.
This record from OMol25 describes an isolated ion of composition C7H12N and charge +1. The level of theory is ωB97M-V with the def2-TZVPD basis set.

Properties
**Largest force on an atom**: 0.09805 Eh/bohr
**Orbital gap**: 10.73 eV
**Net charge**: +1
**Highest occupied orbital energy**: -14.30 eV
**Spin multiplicity**: 1
**Calculated total energy**: -8934.1119 eV

```
20
Properties=species:S:1:pos:R:3:forces:R:3:nbo_charge:R:1
C -2.34461 -0.85082 0.73018 4.147 2.079 1.974 -0.62
C -1.78360 -0.49344 -0.66764 -0.837 0.168 -0.031 -0.21
N -0.49757 0.25816 -0.58039 -1.877 -0.542 0.383 -0.34
C -0.51018 1.64136 -0.11628 -2.682 -0.315 1.338 -0.41
C 0.55872 -0.43833 -0.44534 2.983 -0.689 -1.023 0.29
C 1.40073 -1.56267 -0.62285 -0.425 2.359 0.433 -0.09
C 1.95201 -0.35436 -0.23145 -1.317 -2.447 0.581 0.15
C 2.99045 0.41958 0.44796 1.166 2.353 -3.070 -0.71
H -1.53537 -1.40688 1.32793 -1.045 0.445 -0.939 0.20
H -2.46749 0.09096 1.39792 -0.241 -1.410 -1.372 0.22
H -3.18581 -1.44349 0.74782 -2.004 -1.063 -0.281 0.24
H -2.55517 0.13198 -1.17437 0.864 -0.429 -0.040 0.23
H -1.53184 -1.37675 -1.27684 -0.518 0.269 0.250 0.22
H -0.14084 2.30984 -0.85631 0.218 0.501 -0.704 0.23
H 0.13463 1.68701 0.78867 -0.979 0.418 -0.360 0.21
H -1.68816 1.82693 0.04500 3.055 0.206 0.137 0.24
H 1.40644 -2.60892 -0.89845 0.341 0.133 0.162 0.28
H 3.91306 -0.15216 0.66563 -0.928 0.337 0.786 0.29
H 2.46854 1.15149 1.10418 0.993 -0.956 0.310 0.27
H 3.41604 1.17051 -0.38536 -0.913 -1.418 1.466 0.29
```
Forces are in eV/Å.


5.
This record from OMol25 describes a 2-piece molecular cluster, C4H8O3 overall. The level of theory is ωB97M-V with the def2-TZVPD basis set.

Properties
**Largest force on an atom**: 0.02558 Eh/bohr
**Orbital gap**: 10.92 eV
**Highest occupied orbital energy**: -10.39 eV
**Spin multiplicity**: 1
**Calculated total energy**: -10420.8287 eV

```
15
Properties=species:S:1:pos:R:3:forces:R:3:nbo_charge:R:1
C -0.68417 0.02573 1.57410 -0.169 0.126 -0.400 -0.62
C -0.50452 0.33726 0.08989 0.948 0.048 0.669 0.11
C -0.51019 -0.93905 -0.75079 0.175 0.527 0.045 -0.64
O -1.55028 1.20982 -0.28565 -0.097 0.162 -0.163 -0.72
H -1.60428 -0.53489 1.72068 -0.083 -0.111 0.093 0.21
H 0.16307 -0.54849 1.94027 0.034 -0.091 0.039 0.21
H -0.75208 0.95175 2.13970 0.011 0.064 0.046 0.22
H 0.49660 0.87260 0.05077 -1.066 -0.436 -0.407 0.13
H -0.38574 -0.71146 -1.80945 0.063 0.022 -0.103 0.20
H 0.30492 -1.58962 -0.44221 0.016 -0.174 0.011 0.21
H -1.46268 -1.45263 -0.63307 -0.015 -0.067 0.105 0.22
H -1.50874 1.35764 -1.23743 0.013 -0.004 0.094 0.47
O 2.82057 -0.06349 0.28215 -0.248 -0.375 0.347 -0.52
C 2.62881 0.32411 -0.79038 0.926 0.042 0.807 1.02
O 2.54872 0.76070 -1.84858 -0.508 0.266 -1.184 -0.51
```
Forces are in eV/Å.


6.
This record from OMol25 describes C25H40Cl4FeN3O3Si as an isolated structure. The level of theory is ωB97M-V with the def2-TZVPD basis set.

Properties
**<S²>**: 8.76
**Largest force on an atom**: 0.04308 Eh/bohr
**Orbital gap (alpha / beta)**: 9.11 / 6.69 eV
**Highest occupied orbital energy (alpha / beta)**: -8.75 / -8.74 eV
**Spin multiplicity**: 6
**Calculated total energy**: -129544.8684 eV

```
77
Properties=species:S:1:pos:R:3:forces:R:3:mulliken_spin:R:1
C 0.37158 4.06965 -2.04992 0.016 0.249 0.149 -0.01
C 0.09402 3.32658 -3.32155 0.395 -0.296 -1.011 0.00
H 1.33638 4.58616 -2.10753 -0.178 -0.135 0.121 0.00
H 0.36360 3.39890 -1.18475 0.058 0.169 -0.189 0.00
H -0.38995 4.84607 -1.87942 0.095 -0.166 -0.023 0.00
C 0.60796 3.70155 -4.50816 -0.508 -0.206 0.719 0.00
C 1.48775 4.89115 -4.70239 0.302 0.421 -0.348 0.00
H 0.37069 3.16054 -5.42428 -0.090 0.028 0.370 0.00
H 2.34149 4.91719 -4.00930 -0.244 -0.008 -0.169 0.00
H 0.94261 5.84230 -4.59926 0.107 -0.246 0.080 0.00
H 1.87638 4.86919 -5.72634 0.103 0.121 0.226 0.00
Fe -0.43904 0.12939 1.90772 0.727 0.185 1.932 4.19
Cl -2.53204 0.05585 2.43693 -0.213 0.236 0.074 0.24
Cl 0.91796 -1.41488 2.67335 -0.272 0.117 -0.106 0.31
C -2.82460 -3.35497 2.78396 0.687 -0.280 0.652 0.00
O -2.13112 -3.94107 3.61332 -0.870 0.547 -1.000 0.00
N -2.59560 -3.34647 1.44045 0.067 0.018 0.033 0.00
C -1.64559 -4.29149 0.89078 0.183 -0.084 -0.042 0.00
C -3.51821 -2.69727 0.52549 -0.173 -0.155 0.117 0.01
H -3.70757 -2.74773 3.07208 0.248 -0.076 -0.068 0.00
H -0.89918 -4.52580 1.65777 -0.220 0.003 -0.229 0.00
H -1.14645 -3.86863 0.00744 -0.113 -0.027 0.216 0.00
H -2.15893 -5.20983 0.57188 0.163 0.065 0.078 0.00
H -3.97040 -1.83846 1.02952 -0.050 -0.205 -0.143 0.00
H -4.29853 -3.39742 0.18931 0.087 0.215 0.000 0.00
H -2.99207 -2.32792 -0.36570 -0.028 -0.119 0.311 0.00
H 2.73032 2.82531 3.40404 0.299 -0.162 0.158 0.00
H 2.98485 1.08583 1.55608 0.266 -0.303 0.099 0.01
C 3.67937 2.36657 3.72629 -0.058 -0.234 -0.070 0.00
C 3.68650 0.46749 2.13320 -0.112 0.139 -0.306 0.00
N 3.65707 0.92592 3.50441 0.228 -0.051 0.630 0.00
H 3.84130 2.54777 4.79405 -0.079 0.116 -0.227 0.00
C 3.86310 0.05680 4.53609 -0.079 -0.695 -0.270 0.00
O 3.90436 -1.16800 4.44552 0.076 1.323 0.057 0.00
H 3.37078 -0.57756 2.09224 0.236 0.239 -0.003 0.00
H 3.98106 0.58575 5.51300 -0.114 -0.206 -0.330 0.00
H 4.49599 2.82675 3.15366 -0.101 -0.049 0.152 0.00
H 4.69360 0.59384 1.70406 -0.191 -0.139 0.098 0.00
O -0.36032 1.34736 -2.08031 -0.103 -0.840 0.410 0.02
C -0.83322 2.12362 -3.18148 0.113 0.639 -0.129 0.00
C 0.03934 0.74196 -5.13409 -0.358 -0.410 -0.160 0.00
C -1.04006 1.30292 -4.44119 -0.087 0.529 0.023 0.00
H 1.05973 0.97393 -4.81487 -0.379 -0.263 -0.062 0.00
C -0.20906 -0.09618 -6.23073 -0.089 0.263 0.280 0.00
H -1.80336 2.55072 -2.88339 0.003 -0.281 -0.008 0.00
C -2.34732 1.14555 -4.90769 0.236 -0.410 -0.166 0.00
H 0.62786 -0.58938 -6.73143 -0.313 0.223 0.050 0.00
C -1.52486 -0.30085 -6.66679 -0.043 0.041 0.092 0.00
C -2.59382 0.32608 -6.01411 0.064 0.094 0.036 0.00
H -3.15977 1.65516 -4.37739 0.245 -0.306 -0.242 0.00
H -1.71911 -0.93730 -7.53494 0.079 0.183 0.353 0.00
H -3.62440 0.16975 -6.35207 0.471 0.072 0.045 0.00
Si -0.22943 -0.29482 -1.86530 -0.333 0.174 -2.183 0.01
Cl 0.61367 2.03849 1.44833 -0.512 -0.175 0.265 0.24
C 1.42557 -0.86242 -2.50205 0.129 -0.092 0.413 0.01
C -1.64109 -1.29135 -2.62364 0.197 0.131 -0.034 0.00
C -0.37504 -0.71328 -0.09296 0.216 0.597 0.430 0.00
H 1.36848 -1.09133 -3.56769 0.072 -0.003 0.091 0.00
H 1.72775 -1.76808 -1.95722 0.064 0.118 -0.207 0.00
H 2.18999 -0.08823 -2.33470 -0.187 -0.233 -0.074 0.00
H 0.55263 -0.25530 0.34057 -0.312 -0.376 -0.637 0.03
H -0.36679 -1.78392 0.08226 -0.071 -0.021 0.032 -0.07
H -1.34976 -0.25381 0.21028 0.303 -0.313 -0.431 0.01
H -1.53305 -1.38496 -3.70991 -0.130 0.034 0.159 0.00
H -2.60482 -0.81351 -2.39761 0.142 -0.139 -0.115 0.00
H -1.65039 -2.30467 -2.19559 0.023 0.198 -0.102 0.00
Cl -2.07017 -3.57211 7.02615 -0.296 -0.397 0.136 0.00
C -0.96700 -2.37405 6.51732 0.899 1.067 -0.418 0.00
C 0.30410 -2.26873 7.11195 -0.503 0.264 -0.618 0.00
C 1.15875 -1.25614 6.67024 -0.417 0.251 -0.330 0.00
C 0.67207 -0.35044 5.71523 0.537 -0.505 0.827 0.00
N -0.53575 -0.44991 5.19327 -0.344 0.428 -0.813 0.01
C -1.33495 -1.45303 5.51329 0.627 -0.593 1.277 0.00
H 0.58376 -2.97707 7.88099 0.086 0.034 -0.046 0.00
H 2.18016 -1.13896 7.02677 -0.275 -0.185 0.068 0.00
H 1.30564 0.46953 5.36439 -0.272 -0.218 0.086 0.00
H -2.28534 -1.54429 5.01207 -0.126 0.071 -0.039 0.00
```
Forces are in eV/Å.


7.
This record from OMol25 describes C5H5Cl2NO2S as an isolated structure. The level of theory is ωB97M-V with the def2-TZVPD basis set.

Properties
**Largest force on an atom**: 0.09029 Eh/bohr
**Orbital gap**: 9.04 eV
**Highest occupied orbital energy**: -9.42 eV
**Spin multiplicity**: 1
**Calculated total energy**: -46727.5472 eV

```
16
Properties=species:S:1:pos:R:3:forces:R:3:nbo_charge:R:1
C 0.45853 1.09062 -1.02025 -0.671 -1.337 0.535 -0.22
C 1.10566 0.01339 -0.16777 0.301 0.157 -1.836 -0.18
C -2.37615 -2.91500 -0.75770 -0.410 -0.195 -0.438 0.08
C 0.30622 0.90687 -2.35341 1.257 -0.313 1.775 -0.34
C 1.03406 -0.20005 1.12821 -1.521 3.534 0.496 -0.34
N -1.52122 -2.60667 -0.05797 -0.209 -0.047 -0.178 -0.32
O 0.42880 2.48482 1.57784 -0.133 -1.964 0.631 -0.89
O 1.18935 1.07641 3.40575 0.373 -0.525 2.351 -0.87
S 0.45080 1.17476 2.22716 -1.617 2.341 -3.669 2.07
Cl 1.44651 -1.39903 2.13467 1.129 -2.675 0.765 0.16
Cl -1.64362 0.68025 2.33768 1.277 0.100 0.396 -0.27
H -0.10794 1.85733 -0.43493 1.016 -0.348 -1.033 0.25
H 1.77125 -0.69585 -0.67790 -0.659 -0.005 -0.191 0.23
H -3.17511 -3.21825 -1.43927 0.665 0.280 0.624 0.24
H 0.64583 0.06281 -2.93907 0.378 -0.267 0.467 0.20
H -0.01298 1.68761 -2.96303 -1.175 1.263 -0.695 0.20
```
Forces are in eV/Å.